No. 1
Molecular formula: C2H8N
Method: DFT, wB97M-V/def2-TZVPD

Properties
charge = +1
highest occupied orbital energy = -13.3 eV
largest force on an atom = 4.1 eV/Å
energy = -3685.510 eV
lowest unoccupied orbital energy = -0.172 Ha
orbital gap = 8.643 eV

Cartesian coordinates (Å):
N: 1.978 -0.543 1.497
C: -1.310 0.438 -0.685
C: -1.955 0.548 -1.858
H: 1.630 -0.221 2.430
H: 2.036 -1.520 1.400
H: 1.347 -0.227 0.791
H: -0.656 -0.388 -0.526
H: -2.809 1.241 -1.978
H: -1.537 1.024 0.165
H: 3.001 -0.129 1.379
H: -1.725 -0.221 -2.615


No. 2
Molecular formula: C22H20ClI2N2O2ReS2
Method: DFT, wB97M-V/def2-TZVPD

Properties
charge = +1
highest occupied orbital energy (alpha / beta) = -10.4 / -10.6 eV
largest force on an atom = 1.7 eV/Å
energy = -82731.865 eV
lowest unoccupied orbital energy (alpha / beta) = -0.151 / -0.163 Ha
orbital gap (alpha / beta) = 6.326 / 6.163 eV
2S+1 = 4

Cartesian coordinates (Å):
Re: 0.097 -0.124 0.632
I: 5.040 0.673 -5.258
I: -0.524 -1.386 -4.073
Cl: -0.562 2.890 -1.546
S: -2.335 -2.002 1.182
S: 0.504 -2.502 0.954
O: 0.335 -0.330 -1.303
O: -1.222 -4.371 0.776
N: 2.363 -0.136 0.688
N: 0.452 0.462 2.632
C: -2.532 -4.957 0.746
C: 1.260 -0.473 -3.466
C: 2.565 0.496 -1.691
C: -4.330 0.517 -2.143
C: -0.201 1.358 4.754
C: 3.460 0.329 -3.924
C: 2.108 1.110 4.226
C: -3.648 0.429 -0.943
C: -3.855 1.339 -3.154
C: 1.129 1.502 5.123
C: 3.598 0.687 -2.596
C: -0.494 0.840 3.514
C: 1.745 0.584 2.999
C: -1.113 -3.086 0.964
C: -2.687 2.057 -2.961
C: -1.998 1.932 -1.770
C: 1.357 -0.103 -2.111
C: -1.745 1.061 0.581
C: 2.818 0.062 2.074
C: -2.451 1.118 -0.725
C: 2.746 0.937 -0.262
C: 2.284 -0.262 -4.366
H: -3.136 -4.503 -0.039
H: 3.677 0.735 2.103
H: 3.787 1.229 -0.108
H: -4.050 -0.171 -0.138
H: 3.156 1.205 4.477
H: 2.723 -1.018 0.331
H: -1.520 0.714 3.202
H: 1.402 1.903 6.090
H: 4.524 1.132 -2.252
H: -2.320 2.725 -3.728
H: -4.393 1.435 -4.088
H: 3.151 -0.898 2.475
H: -5.244 -0.046 -2.281
H: 2.124 1.819 -0.049
H: -1.360 2.064 0.821
H: 2.162 -0.554 -5.399
H: -3.036 -4.819 1.702
H: -2.376 -6.011 0.543
H: -2.433 0.761 1.368
H: -1.005 1.644 5.416


No. 3
Molecular formula: C3H5NO2S
Method: DFT, wB97M-V/def2-TZVPD

Properties
highest occupied orbital energy (alpha / beta) = -8.1 / -7.5 eV
largest force on an atom = 6.6 eV/Å
energy = -19606.582 eV
lowest unoccupied orbital energy (alpha / beta) = -0.032 / -0.037 Ha
orbital gap (alpha / beta) = 7.201 / 6.453 eV

Cartesian coordinates (Å):
S: -1.133 -3.043 -0.186
O: -2.560 0.179 0.205
O: 1.434 0.580 0.781
N: -0.637 -1.147 -0.002
C: 0.251 1.288 0.685
C: -1.485 -0.305 0.219
C: 1.189 1.341 -0.403
H: 0.114 2.059 1.579
H: 1.716 2.246 -0.638
H: -0.313 -2.917 -1.250
H: 1.002 0.755 -1.197
H: 0.423 -1.037 0.208


No. 4
Molecular formula: C43H37GdNO2P2
Method: DFT, wB97M-V/def2-TZVPD

Properties
charge = +1
highest occupied orbital energy (alpha / beta) = -9.8 / -9.3 eV
largest force on an atom = 3.8 eV/Å
energy = -90184.725 eV
lowest unoccupied orbital energy (alpha / beta) = -0.085 / -0.098 Ha
orbital gap (alpha / beta) = 7.538 / 6.581 eV
2S+1 = 8

Cartesian coordinates (Å):
Gd: 0.909 1.016 -0.803
P: -1.278 -1.681 -0.074
P: -0.310 0.134 2.366
O: -0.585 -0.603 -0.992
O: 0.387 1.055 1.346
N: 1.782 -0.260 -2.757
C: -1.717 4.800 -1.744
C: 3.407 0.839 -0.693
C: -1.818 0.816 3.081
C: -2.491 4.405 -2.819
C: -3.806 -2.565 0.431
C: -0.666 2.648 -1.654
C: -0.165 -4.214 0.199
C: 4.240 2.256 -3.953
C: -3.555 2.513 3.010
C: -0.123 -4.762 -2.505
C: -2.505 0.115 4.033
C: -4.286 1.755 3.970
C: -0.769 -1.553 1.668
C: 0.685 0.597 4.910
C: -2.191 3.227 -3.451
C: 1.736 0.634 5.827
C: -5.029 -0.383 -0.768
C: 1.863 1.049 -4.885
C: 2.002 -0.870 3.536
C: -3.021 -1.570 -0.127
C: -5.203 -2.543 0.310
C: 2.970 -0.977 4.482
C: -3.644 -0.456 -0.715
C: 4.254 0.866 -1.825
C: 3.630 2.734 -5.095
C: -0.836 3.913 -1.111
C: 2.847 -0.204 5.643
C: 5.612 0.491 -1.705
C: -0.797 -3.600 -2.050
C: 2.463 0.656 -3.661
C: -2.315 2.019 2.601
C: 0.509 -5.360 -0.250
C: 5.211 -0.139 0.619
C: 3.899 0.275 0.484
C: 3.655 1.234 -3.147
C: -5.800 -1.407 -0.246
C: -0.784 -3.321 -0.680
C: -1.282 2.359 -2.831
C: 0.484 -5.677 -1.617
C: 6.075 0.085 -0.464
C: 0.859 -0.095 3.684
C: 2.464 2.082 -5.618
C: -3.749 0.574 4.476
H: -3.969 3.416 2.570
H: 5.553 -0.530 1.611
H: 7.169 -0.117 -0.398
H: -3.044 0.396 -1.026
H: 3.823 -1.612 4.299
H: -0.247 1.056 5.155
H: 2.179 2.277 -6.640
H: -1.363 -2.931 -2.722
H: 0.090 -2.232 1.847
H: 6.312 0.499 -2.569
H: -1.205 1.386 -3.287
H: 3.520 -0.332 6.504
H: -0.296 -4.182 1.306
H: 1.020 -5.925 0.532
H: 3.203 0.175 1.318
H: 5.169 2.688 -3.536
H: -5.223 2.212 4.418
H: 2.556 -0.719 -2.303
H: -4.262 -0.024 5.223
H: 2.125 -1.504 2.628
H: -3.381 -3.438 0.964
H: 1.025 0.504 -5.244
H: -0.121 -4.930 -3.559
H: -2.791 2.901 -4.295
H: -1.538 -1.907 2.305
H: 1.697 1.235 6.727
H: -1.705 2.529 1.850
H: 0.982 -6.540 -2.069
H: 1.211 -0.906 -3.273
H: 3.938 3.683 -5.533
H: -2.054 -0.764 4.472
H: -5.471 0.446 -1.292
H: -5.746 -3.423 0.617
H: -6.879 -1.371 -0.288
H: -1.920 5.729 -1.288
H: -0.273 4.306 -0.259
H: -3.301 5.043 -3.204


No. 5
Molecular formula: C5H15N3
Method: DFT, wB97M-V/def2-TZVPD

Properties
charge = +2
highest occupied orbital energy = -16.0 eV
largest force on an atom = 5.9 eV/Å
SMILES = C[C@@H]([NH3+])C/C([NH3+])=C/N
energy = -9879.537 eV
lowest unoccupied orbital energy = -0.244 Ha
orbital gap = 9.357 eV

Cartesian coordinates (Å):
N: -2.431 -0.091 -1.616
N: 2.147 1.331 1.565
N: 1.275 -1.603 1.580
C: -0.697 -0.776 0.248
C: 0.888 0.897 1.342
C: -1.036 0.475 -0.738
C: 0.014 0.692 -1.770
C: 0.525 -0.417 1.101
H: -3.090 0.784 -1.762
H: 0.870 -0.147 -1.725
H: -1.586 -1.206 0.837
H: -0.445 0.640 -2.850
H: -1.424 1.298 -0.252
H: -2.932 -0.947 -1.124
H: 1.239 -1.487 2.601
H: 2.277 -1.456 1.535
H: 0.094 1.778 1.274
H: 1.010 -2.529 1.191
H: 0.358 1.736 -1.581
H: -0.317 -1.579 -0.373
H: 2.854 0.662 1.718
H: 2.474 2.352 1.443
H: -2.066 -0.403 -2.643


No. 6
Molecular formula: C25H24BI2MnN9O
Method: DFT, wB97M-V/def2-TZVPD

Properties
charge = +1
highest occupied orbital energy (alpha / beta) = -10.6 / -10.7 eV
largest force on an atom = 0.5 eV/Å
energy = -89969.513 eV
lowest unoccupied orbital energy (alpha / beta) = -0.184 / -0.135 Ha
orbital gap (alpha / beta) = 5.601 / 7.066 eV
2S+1 = 5

Cartesian coordinates (Å):
I: 5.722 4.600 1.975
I: 4.591 -0.815 -0.252
Mn: -0.093 -0.069 -0.021
O: 1.636 0.280 0.127
N: 0.672 2.603 1.061
N: -4.456 0.995 0.489
N: -1.015 1.342 -1.133
N: -2.277 1.673 -0.722
N: -2.249 0.699 1.635
N: -1.006 0.165 1.771
N: -2.836 -0.728 -0.342
N: -1.592 -1.224 -0.499
N: -5.134 2.022 -0.090
C: 2.922 3.452 1.448
C: 2.019 2.453 1.025
C: -1.542 3.303 -2.027
C: -2.612 1.242 2.805
C: -6.372 1.948 0.361
C: 2.515 1.210 0.530
C: -6.520 0.859 1.250
C: -0.452 -3.235 -1.365
C: -1.598 1.042 3.722
C: -5.279 0.289 1.311
C: 0.189 3.736 1.505
C: -2.604 2.855 -1.266
C: 0.764 -0.042 3.475
C: 4.319 3.185 1.370
C: 4.769 1.988 0.894
C: -0.590 0.379 3.021
C: -3.021 -2.728 -1.267
C: -7.410 2.933 -0.071
C: 3.862 0.990 0.469
C: -0.553 2.331 -1.902
C: 0.827 2.302 -2.461
C: 0.997 4.802 1.948
C: -3.714 -1.619 -0.810
C: -1.675 -2.439 -1.061
C: 2.353 4.657 1.920
B: -3.005 0.709 0.259
H: -3.575 1.711 2.915
H: -8.385 2.663 0.330
H: -4.771 -1.408 -0.790
H: 0.540 5.714 2.303
H: 3.002 5.455 2.255
H: 5.830 1.787 0.836
H: 1.502 0.725 3.232
H: -0.892 3.830 1.519
H: 1.133 1.287 -2.717
H: -3.582 3.265 -1.089
H: 1.072 -0.972 2.998
H: 0.884 2.912 -3.360
H: 0.776 -0.190 4.553
H: -7.165 3.935 0.279
H: 0.194 -2.715 -2.075
H: -0.725 -4.189 -1.809
H: -1.588 1.334 4.757
H: -7.483 2.967 -1.157
H: 1.541 2.700 -1.737
H: -7.411 0.548 1.767
H: -4.920 -0.564 1.867
H: -1.494 4.209 -2.606
H: 0.122 -3.444 -0.460
H: -3.435 -3.623 -1.698